P.
10
Properties=species:S:1:pos:R:3 method="wB97M-V/def2-TZVPD"
O 1.34 1.22 -0.67
N 0.91 0.04 -1.16
C -1.72 -0.77 1.38
C 0.07 -0.59 -0.36
C -0.68 -0.10 0.85
H -2.32 -1.59 0.77
H -2.30 -0.55 2.26
H -0.12 0.66 1.58
H -0.17 -1.44 -0.87
H 1.82 1.57 -1.51

***

Q.
10
Properties=species:S:1:pos:R:3 method="wB97M-V/def2-TZVPD" smiles="O=CN1CC1"
O 1.61 -0.73 -0.92
N -0.69 -0.63 0.18
C -0.67 0.64 -0.53
C -0.22 0.63 0.87
C 0.57 -1.20 -0.38
H 0.71 -2.26 -0.11
H -0.93 0.68 1.69
H 0.86 0.87 0.99
H 0.32 0.97 -1.20
H -1.57 1.02 -0.60

***

R.
10
Properties=species:S:1:pos:R:3 method="wB97M-V/def2-TZVPD" smiles="O=C1CCN1"
O 2.15 0.26 0.22
N 0.40 -0.93 -0.69
C -0.24 0.98 0.26
C -1.05 -0.30 0.12
C 1.00 0.14 -0.09
H -1.11 -0.73 -0.89
H -1.24 -0.80 1.08
H -0.13 1.40 1.26
H 0.84 -1.84 -0.69
H -0.48 1.77 -0.45

***

S.
Below is a 2-piece molecular cluster, C3H5NO overall, with properties calculated with wB97M-V/def2-TZVPD.

Structure (XYZ):
```
10
C3H5NO wB97M-V/def2-TZVPD
O 2.83 -0.05 -0.40
N -0.63 1.23 0.15
C 2.18 0.05 0.51
C -0.94 -0.01 -0.38
C -0.58 -1.16 0.18
H -0.52 1.99 -0.51
H 0.04 -1.18 1.06
H 0.09 1.20 0.86
H -1.57 0.03 -1.25
H -0.91 -2.10 -0.22
```

***

Most stable structure - S; separation to the second - 2.010 eV.

***

P.
Below is a 2-piece molecular cluster, C3H5NO overall, with properties calculated with wB97M-V/def2-TZVPD.

Structure (XYZ):
```
10
C3H5NO wB97M-V/def2-TZVPD
O 0.38 -1.21 -0.72
N 1.16 1.14 0.37
C -0.52 -0.79 0.10
C 1.74 0.26 -0.15
C -0.82 0.61 0.11
H -1.64 -0.62 -0.33
H 2.58 -0.28 -0.54
H -0.82 1.14 -0.84
H -0.68 -1.29 1.07
H -1.38 1.05 0.93
```

***

Q.
10
Properties=species:S:1:pos:R:3 method="wB97M-V/def2-TZVPD" smiles="O=C1CCN1"
O -2.42 -0.04 0.00
N -0.23 -1.01 -0.18
C -1.19 -0.05 -0.10
C 0.99 -0.31 0.01
C 0.10 1.02 -0.12
H -0.57 -1.92 -0.01
H 1.24 -0.42 1.22
H 0.02 1.60 0.86
H 0.24 1.69 -0.96
H 1.81 -0.57 -0.72

***

Most stable structure - Q; separation to the second - 2.832 eV.

***

P.
10
Properties=species:S:1:pos:R:3 method="wB97M-V/def2-TZVPD" smiles=COCC#N
O -0.59 -0.03 -0.83
N 1.76 -0.47 1.54
C 1.32 -0.67 0.48
C -0.87 0.92 0.19
C 0.61 -0.77 -0.80
H -1.90 0.75 0.51
H 0.36 -1.82 -0.98
H -0.22 0.81 1.07
H -0.76 1.94 -0.19
H 1.30 -0.46 -1.61

***

Q.
10
Properties=species:S:1:pos:R:3 method="wB97M-V/def2-TZVPD" smiles="C=CC(N)=O"
O 0.68 1.67 -0.01
N 1.78 -0.37 -0.15
C -1.80 0.25 -0.07
C -0.62 -0.35 0.00
C 0.66 0.44 -0.05
H 2.67 0.10 0.18
H -2.76 -0.27 -0.12
H -0.57 -1.43 0.15
H -1.76 1.31 -0.09
H 1.72 -1.35 0.16

***

R.
Below is one molecule with the formula C3H5NO, with properties calculated with wB97M-V/def2-TZVPD.

Structure (XYZ):
```
10
C3H5NO wB97M-V/def2-TZVPD
O 0.96 -1.19 1.14
N -0.69 0.85 -0.12
C 1.35 -0.50 0.20
C 0.60 0.45 -0.53
C -1.38 -0.24 0.07
H 2.41 -0.55 -0.14
H -1.44 -0.97 -0.70
H -2.00 -0.48 0.91
H -0.82 1.63 0.51
H 1.01 0.98 -1.34
```

***

S.
Below is C3H5NO as an isolated structure, with properties calculated with wB97M-V/def2-TZVPD.

Structure (XYZ):
```
10
C3H5NO wB97M-V/def2-TZVPD
O -1.35 -0.13 0.49
N 0.35 1.13 1.23
C 0.34 -1.15 -1.55
C 0.67 -0.05 -0.82
C -0.22 0.25 0.37
H 1.57 0.51 -1.10
H -0.57 -1.70 -1.29
H 1.55 0.86 1.74
H 0.07 0.75 2.52
H 0.94 -1.52 -2.37
```

***

Most stable structure - Q; separation to the second - 1.084 eV.